102
Properties=species:S:1:pos:R:3 method="wB97M-V/def2-TZVPD" homo_ev=-10.9215 max_force_ev_per_a=1.634 smiles="CCOC(=O)C(F)(F)F.CCOC(=O)C(F)(F)F.CCOC(=O)C(F)(F)F.CCOC(=O)C(F)(F)F.CCOC(=O)C(F)(F)F.CCOC(=O)C(F)(F)F.COC(=O)OC.CC#N"
C -3.71 0.99 -1.59
C -2.51 1.88 -1.51
O -2.60 2.53 -0.21
C -1.56 3.27 0.14
O -0.56 3.36 -0.50
C -1.84 4.07 1.43
F -2.14 5.32 1.10
F -2.83 3.52 2.13
F -0.75 4.04 2.19
H -3.85 0.61 -2.61
H -4.66 1.49 -1.40
H -3.66 0.10 -0.97
H -2.61 2.71 -2.21
H -1.55 1.39 -1.61
C 1.44 2.56 -3.72
C 0.58 3.22 -4.77
O 1.34 4.10 -5.60
C 1.97 3.55 -6.63
O 2.02 2.39 -6.88
C 2.55 4.59 -7.60
F 3.84 4.37 -7.83
F 1.89 4.50 -8.75
F 2.42 5.84 -7.15
H 1.86 3.27 -3.01
H 2.20 1.90 -4.13
H 0.82 1.87 -3.13
H -0.21 3.85 -4.36
H 0.00 2.46 -5.29
C 0.20 -0.30 4.48
C 0.81 -1.10 3.35
O -0.01 -2.26 3.17
C 0.39 -3.18 2.33
O 1.35 -3.11 1.61
C -0.56 -4.40 2.23
F -0.40 -4.99 1.06
F -0.29 -5.27 3.20
F -1.83 -4.02 2.34
H 0.83 0.57 4.69
H 0.33 -0.90 5.38
H -0.80 0.08 4.31
H 1.85 -1.37 3.53
H 0.80 -0.51 2.43
C 6.14 1.56 0.58
C 4.88 0.87 0.06
O 4.87 -0.50 0.50
C 4.49 -0.80 1.73
O 4.07 -0.01 2.53
C 4.55 -2.31 1.99
F 3.72 -2.63 2.99
F 4.27 -2.97 0.88
F 5.79 -2.63 2.43
H 6.99 0.88 0.59
H 5.98 1.95 1.58
H 6.38 2.37 -0.12
H 4.87 0.88 -1.03
H 3.96 1.40 0.31
C 2.31 3.05 3.30
C 2.68 3.19 4.77
O 1.46 3.31 5.55
C 0.91 4.50 5.59
O 1.33 5.51 5.12
C -0.46 4.49 6.34
F -1.43 4.32 5.43
F -0.52 3.48 7.19
F -0.67 5.63 6.94
H 3.16 2.56 2.83
H 2.17 4.02 2.82
H 1.41 2.45 3.14
H 3.35 4.00 5.01
H 3.09 2.23 5.07
C -3.85 -3.14 -0.58
C -5.08 -3.09 -1.50
O -6.30 -3.02 -0.76
C -6.73 -1.83 -0.37
O -6.37 -0.79 -0.86
C -7.87 -1.84 0.68
F -7.41 -1.34 1.83
F -8.87 -1.10 0.24
F -8.29 -3.09 0.91
H -2.99 -3.36 -1.22
H -3.94 -3.76 0.30
H -3.71 -2.12 -0.19
H -5.10 -4.00 -2.09
H -4.95 -2.27 -2.20
C -0.08 -3.77 -1.87
O -0.18 -5.18 -1.92
C -0.20 -5.75 -3.13
O 0.08 -5.21 -4.16
O -0.49 -7.03 -2.94
C -0.75 -7.79 -4.10
H 0.90 -3.42 -2.20
H -0.18 -3.42 -0.84
H -0.82 -3.30 -2.51
H 0.08 -7.78 -4.81
H -1.70 -7.52 -4.55
H -0.87 -8.84 -3.80
C 1.35 0.21 -0.24
C 0.00 -0.41 -0.21
N -1.03 -0.90 -0.16
H 2.12 -0.52 -0.01
H 1.36 0.88 0.62
H 1.55 0.78 -1.14

94
Properties=species:S:1:pos:R:3 method="wB97M-V/def2-TZVPD" homo_ev=-8.9451 max_force_ev_per_a=1.781 total_charge=+1
Br -6.17 -5.47 -6.61
C -5.22 -4.93 -5.06
C -5.78 -3.98 -4.19
C -5.05 -3.54 -3.10
C -3.74 -4.02 -2.84
C -2.97 -3.50 -1.75
C -1.58 -3.60 -1.65
C -0.87 -3.33 -0.47
C 0.10 -4.31 -0.03
C 0.19 -4.66 1.35
C 0.81 -5.84 1.75
C 1.42 -6.67 0.78
Br 2.13 -8.34 1.30
C 1.48 -6.26 -0.56
C 0.83 -5.10 -0.96
C -3.22 -5.03 -3.69
C -3.96 -5.49 -4.79
H -6.78 -3.59 -4.39
H -5.47 -2.79 -2.42
H -3.51 -3.04 -0.93
H -1.03 -3.95 -2.53
H -1.25 -2.60 0.24
H -0.30 -4.01 2.08
H 0.82 -6.13 2.79
H 2.02 -6.87 -1.28
H 0.86 -4.80 -2.01
H -2.25 -5.46 -3.48
H -3.55 -6.25 -5.44
C 1.21 -1.15 4.73
C 1.72 -1.16 3.29
C 2.21 -2.55 2.89
C 2.81 -0.10 3.09
C 4.05 -0.27 3.71
C 5.00 0.74 3.69
C 4.74 1.92 2.98
C 3.55 2.09 2.29
C 3.33 3.38 1.49
C 4.52 3.69 0.57
C 3.07 4.57 2.41
C 2.57 1.08 2.36
N 1.25 1.28 1.75
P 0.89 0.88 0.08
H 0.04 -0.37 0.34
N -0.42 2.04 0.15
C -1.02 2.67 -1.03
C -2.15 2.09 -1.61
C -2.78 0.82 -1.02
C -2.97 -0.25 -2.10
C -4.11 1.13 -0.33
C -2.76 2.70 -2.70
C -2.29 3.93 -3.17
C -1.17 4.52 -2.58
C -0.50 3.88 -1.53
C 0.76 4.53 -0.95
C 0.41 5.76 -0.10
C 1.76 4.92 -2.04
C -0.54 2.65 1.40
C 0.39 2.23 2.28
H 0.89 -0.15 5.02
H 0.35 -1.83 4.84
H 2.00 -1.48 5.43
H 0.89 -0.89 2.63
H 2.57 -2.56 1.86
H 3.03 -2.89 3.55
H 1.40 -3.27 2.96
H 4.25 -1.20 4.25
H 5.95 0.62 4.21
H 5.49 2.72 2.97
H 2.45 3.23 0.86
H 4.80 2.82 -0.03
H 4.28 4.52 -0.11
H 5.40 3.99 1.17
H 2.19 4.41 3.05
H 3.94 4.75 3.06
H 2.90 5.49 1.82
H -2.09 0.43 -0.27
H -2.02 -0.48 -2.59
H -3.34 -1.17 -1.65
H -3.69 0.06 -2.87
H -3.99 1.92 0.41
H -4.87 1.46 -1.06
H -4.50 0.24 0.18
H -3.62 2.22 -3.17
H -2.80 4.43 -4.00
H -0.81 5.48 -2.93
H 1.24 3.79 -0.30
H -0.27 5.50 0.72
H 1.32 6.20 0.33
H -0.08 6.52 -0.72
H 1.95 4.08 -2.72
H 1.37 5.76 -2.63
H 2.71 5.23 -1.60
H -1.32 3.38 1.57
H 0.51 2.55 3.30

27
Properties=species:S:1:pos:R:3 method="wB97M-V/def2-TZVPD" homo_ev=-8.6208 max_force_ev_per_a=3.730
C 3.63 -3.27 0.89
C 2.58 -4.11 0.39
C 3.37 -1.96 1.08
C 1.35 -3.59 0.16
C 2.12 -1.48 0.82
C 1.09 -2.27 0.42
C -2.23 -0.68 0.00
C -0.29 1.30 -1.15
C -3.16 2.23 0.18
C -0.77 0.94 1.83
Si -1.68 1.06 0.18
P -1.20 -2.09 0.11
I -4.25 -1.36 -0.43
H 4.65 -3.80 1.01
H 2.95 -5.16 0.24
H 4.13 -1.30 1.26
H 0.63 -4.41 -0.24
H 1.83 -0.42 0.82
H 0.25 2.15 -1.06
H 0.43 0.51 -1.31
H -0.65 1.52 -2.12
H -3.14 3.27 -0.01
H -3.89 1.97 -0.55
H -3.54 1.88 1.15
H 0.20 0.28 1.82
H -0.44 2.00 1.86
H -1.20 0.63 2.77

42
Properties=species:S:1:pos:R:3 method="wB97M-V/def2-TZVPD" homo_ev=-9.2948 max_force_ev_per_a=1.656
Na -2.07 1.84 1.83
B -0.37 0.54 -0.04
H 0.17 1.55 0.37
H -1.53 0.61 0.13
H -0.12 0.53 -1.20
H 0.05 -0.42 0.53
C 0.46 -2.77 2.70
O -0.20 -4.01 2.98
H 0.61 -2.77 1.62
H -0.23 -1.96 2.90
H 1.42 -2.70 3.20
H 0.46 -4.71 3.04
C -4.20 -0.07 -1.75
O -3.59 1.14 -1.31
H -5.16 0.18 -2.20
H -3.61 -0.66 -2.46
H -4.43 -0.73 -0.90
H -2.68 0.89 -1.13
C 2.70 1.01 2.79
O 2.25 0.50 4.04
H 2.60 2.09 2.76
H 3.74 0.80 2.56
H 2.11 0.60 1.95
H 2.63 -0.38 4.09
C -0.51 -3.37 -1.38
O 0.50 -2.40 -1.07
H -1.42 -2.87 -1.71
H -0.16 -4.05 -2.15
H -0.73 -3.94 -0.47
H 0.02 -1.78 -0.49
C -1.03 3.28 -2.71
O -1.00 3.90 -1.42
H -0.81 2.22 -2.70
H -2.03 3.39 -3.14
H -0.34 3.78 -3.40
H -0.60 3.22 -0.86
C 3.15 1.46 -0.83
O 2.39 0.29 -1.05
H 2.54 2.34 -0.59
H 3.90 1.28 -0.05
H 3.65 1.73 -1.77
H 1.49 0.43 -0.72

79
Properties=species:S:1:pos:R:3 method="wB97M-V/def2-TZVPD" homo_ev=-13.6617 max_force_ev_per_a=3.218 total_charge=+2
Zr -0.56 0.33 -0.03
O -3.00 -5.00 0.14
C -2.85 -3.77 0.50
O -2.23 -2.97 -0.23
C -3.32 -3.19 1.75
C -4.15 -3.34 2.86
N -4.04 -2.19 3.54
N -3.22 -1.30 2.98
C -2.78 -1.89 1.89
C -1.95 -1.41 0.75
O -2.41 -0.46 0.03
O -0.65 -1.45 0.80
H -3.44 -5.58 0.78
H -4.79 -4.13 3.18
H -4.54 -1.93 4.38
F 0.49 3.60 6.65
C 0.71 2.86 5.59
C 1.91 2.15 5.45
F 2.84 2.23 6.38
C 2.11 1.35 4.32
F 3.21 0.62 4.21
C 1.16 1.27 3.30
P 1.43 0.19 1.83
C 3.06 0.62 1.16
C 3.44 -0.16 0.07
C 4.66 0.04 -0.53
C 5.50 1.05 -0.06
C 5.10 1.87 0.97
C 3.87 1.67 1.58
C 1.64 -1.40 2.73
C 0.54 -1.87 3.44
C 0.62 -3.09 4.08
C 1.80 -3.82 4.04
C 2.90 -3.34 3.36
C 2.83 -2.13 2.69
C -0.03 1.96 3.48
Br -1.48 1.77 2.19
C -0.27 2.75 4.60
F -1.43 3.38 4.71
H 2.76 -0.95 -0.28
H 4.97 -0.57 -1.37
H 6.47 1.19 -0.52
H 5.74 2.67 1.31
H 3.56 2.34 2.37
H -0.38 -1.29 3.49
H -0.23 -3.48 4.63
H 1.85 -4.78 4.54
H 3.82 -3.91 3.34
H 3.68 -1.74 2.16
C -0.99 0.78 -7.63
C -1.45 -0.20 -6.56
N -1.38 0.39 -5.22
C -0.10 0.35 -4.56
C 0.14 -0.98 -3.80
C -2.46 1.09 -4.82
O -3.50 1.17 -5.44
C -2.36 1.81 -3.49
C -2.79 3.13 -3.38
C -2.71 3.76 -2.15
C -2.16 3.08 -1.08
N -1.77 1.80 -1.16
C -1.93 1.17 -2.34
H -1.10 0.33 -8.61
H 0.05 1.07 -7.50
H -1.61 1.68 -7.59
H -0.83 -1.10 -6.56
H -2.49 -0.48 -6.74
H 0.00 1.20 -3.89
H 0.67 0.46 -5.33
H -0.80 -1.51 -3.63
H 0.64 -0.81 -2.83
H 0.78 -1.64 -4.38
H -3.19 3.63 -4.25
H -3.04 4.78 -2.03
H -2.03 3.56 -0.11
H -1.72 0.09 -2.34
Se 1.14 3.50 0.20
C 1.09 2.07 -0.73
N 0.95 1.01 -1.27

27
Properties=species:S:1:pos:R:3 method="wB97M-V/def2-TZVPD" homo_ev="-8.5567 / -13.3774" multiplicity=3 max_force_ev_per_a=4.276 s_squared=2.014 total_charge=+1
C 1.66 -1.61 -0.47
C 0.80 -0.53 -0.37
C 2.89 0.14 0.13
C 3.98 1.05 0.56
C -1.92 1.40 -1.10
C -3.41 0.38 0.61
C -1.53 -0.93 -0.25
C -1.98 0.47 0.11
N 2.94 -1.09 -0.19
N 1.56 0.51 0.03
N -1.63 -2.01 0.51
H 1.52 -2.68 -0.71
H 3.77 2.11 0.37
H 3.82 1.23 1.69
H 5.01 0.68 0.17
H -1.98 2.58 -0.96
H -0.86 1.40 -1.48
H -2.67 1.06 -1.91
H -3.47 -0.06 1.63
H -3.99 -0.11 -0.17
H -3.66 1.45 0.74
H -1.47 -1.23 -1.33
H -1.45 0.90 0.93
H 3.78 -1.73 -0.22
H 1.28 1.51 0.10
H -0.97 -2.82 0.15
H -2.04 -2.07 1.44

97
Properties=species:S:1:pos:R:3 method="wB97M-V/def2-TZVPD" homo_ev="-4.7607 / -4.8686" multiplicity=2 max_force_ev_per_a=2.143 s_squared=0.757 total_charge=-1
Cu 0.12 0.96 0.23
C -2.84 1.84 -1.97
P -2.08 0.72 -0.73
C -3.03 1.25 0.74
N -4.17 1.85 0.54
C -4.94 2.13 1.62
C -6.17 2.79 1.47
C -6.95 3.02 2.57
C -6.55 2.61 3.84
C -5.36 1.95 4.02
C -4.53 1.70 2.91
N -3.34 1.09 3.08
C -2.57 0.92 2.04
P -0.89 0.13 2.22
C -1.41 -1.15 3.44
C -0.16 1.45 3.36
C -0.85 1.52 4.73
C 1.31 1.12 3.54
C -0.33 2.80 2.65
C -2.95 -0.93 -1.08
C -2.26 -1.51 -2.31
C -2.67 -1.83 0.12
C -4.45 -0.77 -1.31
H -3.91 1.92 -1.80
H -2.61 1.48 -2.97
H -2.38 2.82 -1.83
H -6.47 3.10 0.48
H -7.91 3.52 2.46
H -7.18 2.82 4.69
H -5.03 1.61 4.99
H -2.25 -0.80 4.03
H -0.54 -1.36 4.06
H -1.67 -2.05 2.90
H -0.62 0.64 5.33
H -1.93 1.61 4.62
H -0.47 2.40 5.25
H 1.43 0.10 3.92
H 1.76 1.81 4.25
H 1.84 1.19 2.60
H -1.35 3.17 2.77
H -0.10 2.72 1.59
H 0.35 3.53 3.07
H -1.19 -1.62 -2.14
H -2.40 -0.86 -3.18
H -2.67 -2.49 -2.56
H -1.61 -1.81 0.35
H -2.97 -2.86 -0.08
H -3.23 -1.48 1.00
H -4.64 -0.28 -2.26
H -4.91 -0.18 -0.52
H -4.93 -1.75 -1.32
O 0.04 2.68 -0.87
S 1.46 3.16 -0.76
O 1.56 4.39 -0.03
O 2.08 3.19 -2.08
S 2.37 1.70 0.29
C 2.83 -2.01 0.97
C 1.42 -1.43 0.94
O 0.80 -1.40 2.03
O 0.96 -1.02 -0.15
H 3.04 -2.40 1.96
H 3.51 -1.18 0.74
H 2.94 -2.79 0.22
F 7.66 0.27 -3.43
C 6.32 0.39 -3.17
C 5.66 1.52 -3.58
C 4.29 1.61 -3.37
C 3.60 0.57 -2.77
C 4.31 -0.53 -2.30
C 5.68 -0.63 -2.50
Sb 1.44 0.63 -2.50
C 1.03 1.85 -4.25
C 1.77 1.79 -5.42
C 1.41 2.55 -6.53
C 0.29 3.36 -6.44
F -0.11 4.06 -7.54
C -0.44 3.48 -5.27
C -0.05 2.72 -4.18
C 1.20 -1.26 -3.64
C 1.54 -2.48 -3.09
C 1.22 -3.67 -3.73
C 0.53 -3.61 -4.93
F 0.20 -4.77 -5.56
C 0.16 -2.41 -5.49
C 0.50 -1.24 -4.83
H 6.21 2.32 -4.07
H 3.75 2.51 -3.64
H 3.78 -1.31 -1.77
H 6.24 -1.49 -2.15
H 2.63 1.13 -5.48
H 1.97 2.51 -7.45
H -1.28 4.15 -5.22
H -0.56 2.81 -3.23
H 2.03 -2.52 -2.14
H 1.49 -4.63 -3.31
H -0.39 -2.39 -6.42
H 0.21 -0.29 -5.26

17
Properties=species:S:1:pos:R:3 method="wB97M-V/def2-TZVPD" homo_ev=-9.5600 max_force_ev_per_a=1.774 smiles="C1=NO[C@@H]2C[C@H]1[C@@H]1N[C@@H]12"
C -0.53 -0.62 1.36
C -0.05 0.79 1.00
C 0.94 -1.27 -0.40
C -0.51 -1.24 -0.06
C -1.28 -0.15 -0.84
C -0.99 1.17 -0.18
H -1.55 -0.54 1.77
H 0.17 -1.08 2.09
H -0.05 1.56 1.80
H 1.37 -2.01 -1.07
H -0.95 -2.24 -0.13
H -2.27 -0.38 -1.22
H 0.42 0.74 -1.44
H -1.76 1.93 -0.03
N 1.78 -0.33 -0.13
N -0.57 0.94 -1.55
O 1.33 0.71 0.59

Number 1: E -4109.4679 a.u.. Number 2: E -7189.7255 a.u.. Number 3: E -1317.8543 a.u.. Number 4: E -883.8175 a.u.. Number 5: E -7724.6771 a.u.. Number 6: E -478.2385 a.u.. Number 7: E -5619.0572 a.u.. Number 8: E -418.0614 a.u..